Entry from OMol25: a molecular structure, C52H54N8O2W (ωB97M-V with the def2-TZVPD basis set).

```
117
Properties=species:S:1:pos:R:3:lowdin_charge:R:1
N 0.7756 1.7867 0.7647 0.017
C -0.8665 -2.2493 -1.8593 -0.172
H 4.7277 -4.1312 0.1122 0.082
H -2.1641 3.9232 -2.4511 0.133
H -5.1818 -3.0227 -4.6631 0.066
H -4.2297 4.3054 -1.2155 0.108
N -1.2779 -0.9685 -1.9153 -0.063
H 2.8349 -7.2284 -0.8428 0.114
C -0.8707 4.9877 0.4720 -0.027
H -1.2158 6.3552 -2.1404 0.129
H 0.9424 -4.4808 -1.9595 0.142
C 1.6658 2.7884 0.3779 -0.199
H 3.9194 1.6033 -5.1055 0.126
C 2.9571 2.2791 2.3653 0.037
C -1.0295 2.6749 4.1959 -0.021
C 1.5244 3.4768 -0.9903 -0.066
H 3.6083 3.7588 0.9532 0.144
C 0.3410 4.3002 -1.5161 -0.001
C -0.3156 6.3083 -2.7388 0.060
H -2.6320 -1.8480 7.4544 0.134
H 1.1545 -6.5057 -0.7288 0.093
C 0.1234 7.3634 -3.5043 -0.007
H 4.8903 -5.8884 -0.3824 0.112
C 1.6742 5.0517 -3.4911 0.025
N 0.7567 -1.4521 -0.3955 -0.037
C 0.4172 -2.4831 -1.1528 -0.177
H -5.1175 -3.6374 -1.8327 0.104
O -1.7389 0.8737 0.2401 -0.378
C 2.1070 -3.9250 -0.2048 -0.134
H -2.2949 -4.0395 6.4705 0.138
H -1.2166 0.4642 2.1905 0.128
H 4.4218 -4.6816 -1.4981 0.069
C -3.7273 -4.1541 -3.4821 -0.512
H 3.4475 -5.2252 2.1271 0.088
H -0.1110 5.1132 6.3298 0.120
N 1.7836 0.5230 -2.0129 -0.107
H -0.6187 -4.3615 4.7105 0.131
H -5.4188 -4.6983 -4.7446 0.088
C -0.3921 0.2969 4.1130 -0.003
H 3.8591 2.4172 2.9594 0.139
C -2.4653 -0.6653 -2.5623 -0.065
C -3.2590 -1.6176 -3.0773 0.060
C 2.8103 3.0333 1.1573 0.050
H 2.4390 4.0311 -1.0872 0.127
H 0.1525 -0.7026 2.2701 0.084
C -0.6538 -0.8944 4.8373 -0.169
C -4.6337 -4.5316 -2.2825 -0.031
C -0.4000 1.6137 4.7984 -0.228
C -1.4418 -0.7843 5.9757 0.026
H 1.6832 8.2475 -4.6915 0.140
C 1.1206 -3.7140 -1.1611 0.099
C -1.6406 -3.2824 -2.3691 0.083
H 2.2120 4.1099 -3.4937 0.111
C -0.9349 4.4351 -0.7938 -0.281
C 1.8122 -1.5947 0.4206 -0.142
C -4.6623 -3.9469 -4.7088 -0.012
C -3.2594 5.1723 0.4820 -0.010
H -1.8903 5.9673 2.0172 0.111
H 0.8961 0.9204 6.4492 0.139
H -4.1614 5.5371 0.9765 0.130
C 1.3562 7.3418 -4.1857 0.046
C 0.4981 5.1250 -2.6638 -0.134
C -2.0238 5.4275 1.0920 -0.044
C -0.3131 -2.2316 4.3942 0.020
N 3.7500 0.3742 -3.0072 0.183
O -0.6605 1.7136 -2.0368 -0.372
H -2.7078 0.3690 -2.6010 0.111
C -3.3189 4.6008 -0.7929 -0.005
C 2.8188 -5.2380 -0.0296 -0.502
C -2.1234 4.2694 -1.4312 -0.056
H -2.1349 -5.3190 -4.4529 0.090
C -0.1940 4.1227 5.9244 -0.005
C -2.0191 -1.8963 6.5614 0.000
H -1.3789 4.8077 4.3134 0.109
H 0.5131 -2.3104 3.6439 0.126
H 2.1734 -6.0417 -2.0090 0.074
C 0.4710 3.0498 6.6052 0.008
H -1.6038 2.5672 3.2655 0.134
C 0.3697 1.7852 6.0045 -0.009
H -1.5774 0.2235 6.4270 0.147
H -2.4387 -5.8569 -2.8075 0.076
H -1.3272 -4.2907 -2.2424 0.104
C -1.7755 -3.1795 6.0618 0.028
H -5.3936 -5.2897 -2.5621 0.115
H 1.6863 2.6904 -1.7125 0.072
C 1.9399 1.4931 2.8691 -0.001
C -0.8983 -3.3348 4.9769 -0.030
C -2.8798 -3.0023 -2.9731 -0.058
C -0.9307 3.9322 4.7641 -0.039
H -3.6120 -6.2573 -3.9650 0.121
H 3.3197 0.1692 -5.5613 0.120
H 0.1518 5.2271 0.9016 0.153
H 2.0766 -0.7146 1.0167 0.105
C 0.8844 1.2765 2.0275 -0.254
C -2.8980 -5.4399 -3.7077 -0.054
H 3.2350 -2.9302 1.2716 0.126
C -0.1722 0.2832 2.5797 -0.060
H 2.0387 1.0367 3.8641 0.148
C 2.1189 6.1526 -4.2017 -0.005
H -4.1283 -3.9497 -5.6595 0.100
H 3.1936 -6.8108 1.3904 0.096
N 3.0574 1.0432 -5.1193 0.151
H -0.5021 8.2399 -3.6596 0.135
C 2.7974 -5.7951 1.4493 -0.006
N 2.7770 0.7396 -3.8135 -0.273
N 1.6024 0.8018 -3.2877 0.109
H -4.0013 -4.9686 -1.5225 0.079
H 3.5500 -0.1234 -0.9472 0.119
C 3.0829 0.2415 -1.8510 -0.147
H 1.7553 -5.8199 1.7681 0.086
C 4.3139 -4.9518 -0.4895 -0.005
C 2.2053 -6.3223 -0.9668 -0.044
W -0.3676 0.6189 -0.7695 1.758
C 2.4888 -2.7854 0.5156 0.025
H 1.0633 3.2652 7.4812 0.123
H -4.1677 -1.2644 -3.5320 0.135
H 3.0236 6.1315 -4.7736 0.121
```

Results
LUMO level, eV: -11.22
Charge: +4
Energy relative to the best compared isomer or geometry (same formula, charge and spin), kJ/mol: 0.00
DFT total energy, eV: -72604.3781
HOMO-LUMO gap, eV: 7.001


Entry from OMol25: a molecular structure, C52H55Ge2O5S4Sn (ωB97M-V with the def2-TZVPD basis set).

```
119
Properties=species:S:1:pos:R:3:lowdin_charge:R:1
C 3.6951 1.1464 1.0786 -0.147
H 2.5558 -1.4821 -4.4156 0.090
O -6.1835 -1.8936 4.0273 0.141
H 3.3099 -1.7074 1.0209 0.040
C 4.3263 -1.3079 0.9849 -0.027
H -0.5553 -0.0856 -7.4356 0.112
C -4.7231 -0.4260 2.8569 -0.112
C -0.2519 -1.2759 -5.6788 -0.014
O -7.1451 -1.6130 0.6922 0.104
H -1.6580 2.8285 4.6147 0.099
C 0.5449 3.0658 -3.0945 -0.263
C -0.3054 -1.6452 4.6733 -0.237
C -0.1516 -1.2941 -4.2913 -0.227
C -2.2571 -0.9249 5.8991 -0.181
S -1.1300 -0.5396 2.4697 0.761
C 6.0032 1.9347 -2.4704 -0.039
C -0.1831 -0.2861 4.0800 -0.556
C -3.1394 2.3378 -3.8019 -0.027
H -4.0215 2.8608 -3.4310 0.080
H -0.1576 -2.2097 -6.2258 0.130
H 2.6666 3.2406 -3.3313 0.078
H 1.3418 4.7768 -2.0785 0.118
H 2.7384 3.4229 2.2318 0.072
C 2.5542 -1.8365 -3.3826 -0.035
C 1.7730 0.3811 2.5660 -0.218
C 3.8342 1.1198 3.5623 -0.001
C 3.7245 2.4437 0.5509 -0.202
H 1.6019 -6.9623 -2.3271 0.087
H 4.4999 3.6849 -1.0133 0.125
S -2.6664 -0.7047 -1.5406 0.177
H 3.5826 4.5150 1.1292 0.087
C 2.0185 0.4201 4.9656 -0.025
H 3.5242 -2.2846 -3.1666 0.080
H 5.7161 2.8641 -2.9623 0.076
C 1.2438 0.1653 3.8332 -0.253
S -0.0283 1.6053 -0.3217 0.359
H 7.0477 2.0360 -2.1660 0.088
C 3.0781 0.8764 2.4154 -0.199
C -0.5786 1.1096 -5.6557 -0.016
C -5.1157 -1.8472 3.2298 -0.495
C -2.0871 0.4081 5.4910 -0.004
C 0.1268 -2.5755 -3.5743 -0.173
H -5.9860 0.6605 0.9020 0.138
H 1.5989 0.2568 5.9574 0.136
Ge 0.5966 0.0289 1.0578 0.138
H -1.6553 6.0890 -0.5889 0.080
H -1.2196 6.9505 -2.0617 0.086
H 1.9435 1.9689 -4.3275 0.087
H 1.7151 -6.1576 -0.7652 0.078
C -0.9090 6.1495 -1.3852 -0.045
H 5.5716 -0.4494 -1.2503 0.123
H 0.9389 -2.5910 3.2192 0.092
H 0.1680 -6.8334 -1.3066 0.076
C 1.0676 -6.3090 -1.6318 -0.044
H -4.1862 -0.5443 6.7642 0.094
C -3.3944 -1.2909 6.7911 -0.005
H -6.4549 -2.8144 4.1425 0.144
H 2.4404 -0.9586 -2.7402 0.051
H 4.7235 -1.3303 2.0040 0.088
H -3.7981 -2.2685 6.5244 0.098
H 2.7394 -4.2471 -2.1969 0.123
C -0.8767 -3.5328 -3.3897 -0.212
H -3.2073 1.2919 -3.5004 0.036
C -0.2693 -0.0846 -3.5962 -0.230
C 5.0486 0.3640 -0.7501 -0.003
C 0.7298 -4.9965 -2.2954 -0.264
C -0.6148 2.4190 -3.5229 -0.178
C -1.3389 -1.9239 5.5092 0.018
H 2.0504 3.7862 0.6430 0.065
H -5.5685 0.2355 3.0404 0.145
C 3.3122 0.8899 4.8262 -0.032
O -4.2392 -0.2886 1.5354 -0.231
H 4.9249 -1.9800 0.3708 0.082
C -0.4701 -0.0837 -6.3551 -0.040
C -1.8762 2.9879 -3.2821 -0.203
H 4.8465 1.4956 3.4488 0.136
H -0.7368 2.0441 -6.1861 0.129
Ge -0.5212 -0.1806 -1.6623 0.160
H 0.0898 2.5464 4.7031 0.107
H -2.4839 -2.3206 -4.2157 0.063
H -3.9020 -0.1470 3.5118 0.103
H -3.0186 -3.6177 -3.1548 0.062
C -1.9444 4.1820 -2.5730 -0.007
C 2.9857 3.6026 1.1854 -0.023
S 0.7508 -1.6196 -0.4011 0.329
O -5.2099 -2.3527 -0.1986 -0.300
C -0.8003 4.8387 -2.1267 -0.269
H 0.3342 -3.6784 4.4946 0.100
C 5.1372 1.6529 -1.2677 -0.260
H -1.3384 -5.4675 -2.5923 0.124
H -2.9203 4.6208 -2.3730 0.122
H 3.9148 1.0846 5.7085 0.118
H 1.6211 -2.5089 4.8359 0.111
C -5.2912 -0.1054 0.5646 -0.124
H -2.7792 1.1613 5.8526 0.137
C 0.6925 -2.6742 4.2793 0.005
C -1.0686 0.7693 4.6541 -0.238
C -2.2858 -3.3451 -3.9118 -0.047
H -2.4543 -3.9957 -4.7760 0.095
C -5.9975 -1.4372 0.3353 -0.598
H 5.9499 1.1221 -3.1978 0.081
C 1.4438 -2.8372 -3.1474 -0.275
C -0.5560 -4.7236 -2.7353 -0.009
C 4.3486 0.0947 0.4176 -0.205
H -1.4715 -2.9338 5.8851 0.140
H -3.1664 2.3608 -4.8946 0.087
O -4.4818 -2.8241 2.8865 0.048
C 1.7199 -4.0413 -2.5180 -0.041
C 1.9023 2.4672 -3.3576 -0.025
Sn -3.1566 -2.5164 0.0818 1.063
C -0.8474 2.1903 4.2658 0.005
H 2.1544 1.7244 -2.5910 0.067
H -4.7989 0.2026 -0.3533 0.066
H -0.7497 2.2863 3.1828 0.092
C 4.4522 2.6707 -0.6174 -0.011
C 0.4342 4.2715 -2.4060 -0.038
H -3.0279 -1.3630 7.8226 0.114
H 0.0471 6.4371 -0.9426 0.073
C -0.4901 1.1278 -4.2661 -0.215
```

Results
LUMO level, eV: -4.78
Charge: +1
Energy relative to the best compared isomer or geometry (same formula, charge and spin), kJ/mol: 0.00
DFT total energy, eV: -227260.0231
HOMO-LUMO gap, eV: 5.679


Which value of DFT total energy does entry 1 give?
-72604.3781 eV


Which of these has the highest HOMO-LUMO gap?
C52H54N8O2W


What is the formula in the first record?
C52H54N8O2W